Here is 2 unconnected molecules or ions with the total composition CH11P7 from the Open Molecules 2025 dataset. Energies are from the ωB97M-V functional and the def2-TZVPD basis.

The geometry in XYZ format:
```
19
CH11P7 the ωB97M-V functional and the def2-TZVPD basis
C 2.18864 0.52158 -1.73364
P -0.20711 -2.17370 -0.05488
P -2.32255 0.53983 -1.28276
P -2.75074 -1.03655 1.50268
P 2.49398 2.09951 1.18602
P 1.63180 -1.02615 0.57185
P -1.93664 0.79928 0.83409
P 1.25705 0.95606 -0.34639
H 2.49070 1.29128 -2.41650
H 1.99657 -0.46948 -2.13185
H 0.24660 -3.20080 0.66886
H 0.57841 -2.83597 -1.07275
H -1.46770 1.56717 -1.28262
H -1.26690 -0.32044 -1.67971
H -1.74592 -0.86213 2.35162
H -3.55001 -0.37067 2.33533
H 1.31395 2.06573 1.95799
H 2.15190 3.35802 0.80158
H 1.26722 -0.49265 1.81882
```

Energy above the lowest of the compared OMol25 structures with the same formula, charge and spin   3.305 eV

Atom charges from the Löwdin analysis, given in e for atoms 1 to 8: -0.419, 0.408, 0.362, 0.310, 0.508, 0.336, 0.161, 0.229

***

Here is 5 unconnected molecules or ions with the total composition CH12N2O4 from the Open Molecules 2025 dataset. Energies are from the ωB97M-V functional and the def2-TZVPD basis.

The geometry in XYZ format:
```
19
CH12N2O4 the ωB97M-V functional and the def2-TZVPD basis
N -1.18517 0.06968 -1.60598
C -1.56911 -1.05274 -1.07887
N -0.72897 -2.01251 -0.70661
H -0.20053 0.25066 -1.81194
H -1.83455 0.84179 -1.50833
H -2.62617 -1.14217 -0.84727
H -1.21501 -2.91411 -0.67806
H 0.48904 0.90681 3.02665
H 1.71602 1.17231 3.96831
O 1.22423 1.49702 3.21920
H 2.85301 -0.93436 -2.71608
H 1.32666 -0.80898 -3.04239
O 2.10836 -0.33006 -2.76814
H -0.50315 -0.01242 1.08970
H -0.56392 -1.25104 1.86140
O -0.46267 -0.31140 1.99958
H 1.04380 2.10710 0.90514
H -0.35349 2.13396 0.52098
O 0.48162 1.79044 0.17272
```

Energy above the lowest of the compared OMol25 structures with the same formula, charge and spin   0.839 eV
Spin multiplicity   2
⟨S²⟩   0.76
Total charge   +1

Atom charges from the Löwdin analysis, given in e for atoms 1 to 8: 0.269, -0.184, 0.298, 0.130, 0.163, 0.170, 0.121, -0.016

***

Here is 5 unconnected molecules or ions with the total composition CH12N2O5 from the Open Molecules 2025 dataset. Energies are from the ωB97M-V functional and the def2-TZVPD basis.

The geometry in XYZ format:
```
20
CH12N2O5 the ωB97M-V functional and the def2-TZVPD basis
N 0.01997 -2.30361 -0.17098
C -0.69825 -1.36433 -0.85495
N -1.81988 -0.89798 -0.19609
O -0.22933 -0.83895 -1.87502
H 0.91292 -2.54121 -0.56785
H -0.34208 -2.67364 0.65334
H -2.49600 -0.30524 -0.68277
H -2.05728 -1.15601 0.76274
H 0.93774 -0.74497 2.33907
H 0.20572 0.51210 2.30455
O 0.36212 -0.20002 2.94520
H 1.12067 0.31802 -1.05473
H 2.54248 0.71396 -1.49707
O 2.04897 0.25629 -0.81375
H 0.96565 2.35901 1.42730
H 1.97523 1.68870 0.65161
O 1.09948 1.46073 1.12952
H -1.24181 2.14744 -0.76723
H -1.44629 1.71664 -2.28981
O -1.86005 1.85308 -1.44309
```

Energy above the lowest of the compared OMol25 structures with the same formula, charge and spin   0.958 eV
SMILES   NC(N)=O.O.O.O.O

Atom charges from the Löwdin analysis, given in e for atoms 1 to 8: 0.170, -0.639, 0.149, -0.021, 0.114, 0.074, 0.095, 0.105